No. 1
{"formula": "C3H8O2", "method": "the ωB97M-V functional and the def2-TZVPD basis", "de_lowest_kcal_mol": 53.84, "lumo_ev": 0.73, "energy_ha": -269.5091, "smiles": "C=O.CCO", "homo_ev": -10.0, "total_charge": 0, "species": ["C", "O", "H", "H", "C", "C", "O", "H", "H", "H", "H", "H", "H"], "positions_angstrom": [[-2.138948, 1.029917, -2.815041], [-2.417991, 0.865189, -1.694118], [-2.275395, 2.093525, -3.237647], [-1.728439, 0.316185, -3.636412], [1.909324, -0.671868, 1.583517], [0.429182, -0.511713, 1.280999], [-0.044551, 0.728573, 0.780547], [2.444081, -0.660669, 0.692030], [2.017625, -1.776202, 2.061132], [2.197117, 0.042999, 2.371907], [0.223243, -1.379912, 0.568979], [-0.145030, -0.661960, 2.163981], [-0.470222, 0.585941, -0.119879]], "forces_ev_per_a": [[0.62, 2.29, -4.12], [-0.22, -1.50, 2.43], [0.18, -1.01, 0.11], [-0.50, 0.21, 1.58], [-1.37, -1.81, 2.97], [-0.35, -1.72, -1.26], [-0.15, -0.05, -2.17], [1.40, 0.37, -1.30], [-0.18, 2.50, -1.07], [0.40, -0.19, -0.63], [-0.28, 1.14, 0.70], [-0.39, -0.52, 0.90], [0.83, 0.28, 1.87]], "lowdin_charge": [-0.188, 0.019, 0.092, 0.102, -0.100, -0.360, -0.098, 0.034, 0.126, 0.073, 0.126, 0.089, 0.086]}

***

No. 2
{"formula": "C24H40BN7O2RuS3", "method": "the ωB97M-V functional and the def2-TZVPD basis", "de_lowest_kcal_mol": 0.00, "lumo_ev": -7.50, "energy_ha": -2786.2892, "homo_ev": -13.7, "total_charge": 2, "species": ["Ru", "C", "C", "C", "C", "N", "C", "C", "N", "B", "N", "C", "C", "N", "C", "S", "C", "C", "C", "C", "N", "C", "C", "N", "C", "S", "C", "C", "C", "C", "C", "S", "H", "H", "H", "H", "H", "H", "H", "H", "H", "H", "H", "H", "H", "H", "H", "H", "H", "H", "H", "H", "H", "H", "H", "H", "H", "H", "H", "H", "H", "H", "H", "H", "H", "H", "N", "C", "C", "C", "O", "O", "H", "H", "H", "H", "H", "H"], "positions_angstrom": [[-0.337805, -0.148015, 0.295869], [1.356017, -3.510685, 2.370113], [1.648163, -2.865996, 3.723715], [2.814921, -3.590328, 4.385416], [0.446918, -2.894955, 4.664377], [2.053967, -1.423760, 3.489065], [3.295956, -0.902706, 3.762497], [3.291832, 0.392058, 3.365644], [2.053996, 0.675361, 2.846454], [1.843180, 2.055294, 2.131680], [2.560457, 2.084368, 0.777873], [3.272934, 3.199002, 0.380883], [3.815197, 2.934013, -0.822387], [3.434947, 1.652980, -1.179333], [2.665085, 1.156058, -0.193210], [1.941532, -0.427521, -0.165595], [3.829875, 0.982808, -2.478173], [4.599866, -0.298102, -2.167032], [2.570939, 0.724244, -3.303101], [4.743346, 1.927505, -3.253747], [0.324906, 2.486734, 2.075630], [-0.264512, 2.887859, 3.240997], [-1.510292, 3.331691, 2.950154], [-1.697535, 3.204252, 1.595668], [-0.573126, 2.646388, 1.076553], [-0.294859, 2.041627, -0.535395], [-2.898755, 3.882333, 0.946823], [-4.162195, 3.235593, 1.506839], [-2.821933, 5.360227, 1.339775], [-2.893574, 3.791007, -0.571550], [1.326434, -0.445737, 2.926378], [-0.347058, -0.545836, 2.413301], [1.154132, -4.570137, 2.523711], [2.216377, -3.421497, 1.705878], [0.487021, -3.080853, 1.874188], [2.506871, -4.619010, 4.563304], [3.075784, -3.155723, 5.350886], [3.696125, -3.621812, 3.744170], [0.200780, -3.933435, 4.882599], [-0.440815, -2.438245, 4.229687], [0.678108, -2.396738, 5.606450], [4.075705, -1.476536, 4.224698], [4.067466, 1.135908, 3.417416], [2.369071, 2.872258, 2.830563], [3.346167, 4.074467, 1.000702], [4.446631, 3.543452, -1.438149], [3.984290, -1.045473, -1.672315], [5.470018, -0.082015, -1.545664], [4.953414, -0.728292, -3.103562], [1.905948, 0.008740, -2.825342], [2.865313, 0.315319, -4.269210], [2.033489, 1.657364, -3.481549], [5.661114, 2.152424, -2.709647], [4.241577, 2.855846, -3.528499], [5.027310, 1.426564, -4.177402], [0.260239, 2.869006, 4.180553], [-2.248022, 3.772493, 3.594858], [-4.211406, 3.285352, 2.593991], [-4.250886, 2.191976, 1.199305], [-5.030110, 3.765703, 1.116794], [-2.912888, 5.512335, 2.414089], [-3.643144, 5.893423, 0.863082], [-1.885720, 5.803934, 0.999654], [-3.012425, 2.777746, -0.948963], [-1.997463, 4.226423, -1.011641], [-3.746531, 4.370942, -0.922956], [-2.511466, 0.052905, 0.502928], [-3.359128, -1.123063, 0.179548], [-2.898971, -1.746722, -1.129570], [-1.601353, -2.483356, -0.928242], [-1.470591, -3.663825, -0.959065], [-0.478499, -1.716976, -0.681553], [-2.757978, 0.396221, 1.428897], [-2.747476, 0.808911, -0.137486], [-4.405033, -0.822062, 0.111669], [-3.272161, -1.839741, 0.997060], [-2.783088, -0.979273, -1.899849], [-3.632721, -2.470790, -1.475998]], "forces_ev_per_a": [[0.00, 0.03, -0.10], [0.00, 0.01, 0.00], [0.00, 0.00, 0.00], [0.00, -0.01, 0.00], [0.00, 0.00, 0.00], [0.00, 0.00, 0.01], [0.00, 0.00, 0.00], [0.00, 0.01, 0.00], [0.00, 0.00, 0.00], [0.00, 0.00, 0.01], [0.01, 0.00, 0.00], [-0.01, -0.01, -0.01], [0.00, 0.00, 0.00], [0.00, 0.00, 0.00], [0.00, 0.01, 0.00], [0.01, 0.00, 0.00], [0.00, 0.00, 0.00], [0.00, 0.00, 0.01], [0.00, 0.00, 0.00], [0.00, 0.00, 0.00], [0.00, 0.01, 0.00], [0.00, 0.00, 0.00], [0.00, 0.00, 0.00], [0.01, 0.01, -0.01], [-0.01, -0.01, 0.01], [0.00, -0.01, 0.01], [0.00, 0.00, 0.00], [0.00, 0.00, 0.00], [0.00, 0.00, 0.00], [0.00, 0.00, 0.00], [-0.01, 0.00, -0.01], [0.01, -0.02, 0.07], [0.00, 0.00, 0.00], [0.00, 0.00, 0.00], [0.00, 0.00, 0.00], [0.00, 0.00, 0.00], [0.00, 0.00, 0.00], [0.00, 0.00, 0.00], [0.00, 0.00, 0.00], [0.00, 0.00, 0.00], [0.00, 0.00, 0.00], [0.00, 0.00, 0.00], [0.00, 0.00, 0.00], [0.00, 0.00, 0.00], [0.00, 0.00, 0.00], [0.00, 0.00, 0.00], [0.00, 0.00, 0.00], [0.00, 0.00, 0.00], [0.00, 0.00, 0.00], [0.00, 0.00, 0.00], [0.00, 0.00, 0.00], [0.00, 0.00, 0.00], [0.00, 0.00, 0.00], [0.00, 0.00, 0.00], [0.00, 0.00, 0.00], [0.00, 0.00, 0.00], [0.00, 0.00, 0.00], [0.00, 0.00, 0.00], [0.00, 0.00, 0.00], [0.00, 0.00, 0.00], [0.00, 0.00, 0.00], [0.00, 0.00, 0.00], [0.00, 0.00, 0.00], [0.00, 0.00, 0.00], [0.00, 0.00, 0.00], [0.00, 0.00, 0.00], [-0.02, -0.02, 0.00], [0.00, 0.00, -0.01], [0.00, 0.00, 0.02], [0.00, 0.00, -0.03], [0.00, 0.01, 0.00], [-0.01, 0.01, 0.03], [0.01, 0.00, 0.00], [0.01, 0.00, 0.00], [0.00, 0.00, 0.00], [0.00, 0.00, 0.00], [0.00, 0.00, 0.00], [0.00, 0.00, 0.00]], "lowdin_charge": [0.731, -0.019, -0.527, -0.036, -0.026, 0.034, 0.018, 0.003, 0.042, -0.541, 0.023, -0.014, -0.001, 0.029, -0.632, 0.757, -0.533, -0.031, -0.031, -0.043, 0.016, -0.019, -0.003, 0.025, -0.601, 0.765, -0.524, -0.011, -0.012, -0.066, -0.597, 0.809, 0.107, 0.099, 0.047, 0.106, 0.099, 0.098, 0.105, 0.041, 0.102, 0.132, 0.145, 0.135, 0.135, 0.126, 0.041, 0.100, 0.102, 0.046, 0.102, 0.094, 0.097, 0.095, 0.103, 0.147, 0.138, 0.090, 0.073, 0.109, 0.088, 0.105, 0.105, 0.054, 0.080, 0.107, -0.101, -0.188, -0.081, -0.528, 0.183, -0.286, 0.071, 0.053, 0.131, 0.135, 0.134, 0.141]}

***

No. 3
{"formula": "C4H4N2O2", "method": "the ωB97M-V functional and the def2-TZVPD basis", "de_lowest_kcal_mol": 126.61, "lumo_ev": -1.37, "energy_ha": -414.6444, "homo_ev": -8.9, "total_charge": 0, "species": ["C", "C", "N", "C", "O", "C", "O", "N", "H", "H", "H", "H"], "positions_angstrom": [[-0.782880, 0.600785, 0.231761], [0.225929, 0.201459, -0.542744], [0.480655, 0.298863, -1.869899], [0.936464, -0.945734, 0.238522], [-1.288258, 1.789205, 0.517489], [-0.381146, -0.502398, 1.652038], [1.004136, -2.053523, -0.317683], [-0.676974, -0.653817, 2.765151], [-2.014488, 1.699358, 1.159728], [1.007382, -0.493185, -2.231779], [-0.263453, 0.615938, -2.476542], [1.752633, -0.556951, 0.873959]], "forces_ev_per_a": [[1.69, -1.50, 2.45], [-0.65, -2.11, -0.41], [0.49, 0.30, -0.20], [1.89, -0.53, -3.91], [-0.72, -0.03, 0.61], [-2.00, 2.94, -0.13], [-0.52, 1.44, 1.62], [0.24, -0.50, -0.23], [0.01, 0.05, -0.49], [-0.29, 0.24, 0.08], [0.26, 0.13, 0.16], [-0.41, -0.41, 0.44]], "lowdin_charge": [-0.166, -0.266, 0.141, -0.319, 0.083, -0.168, 0.040, 0.147, 0.137, 0.109, 0.117, 0.145]}